Entry from the Open Molecules 2025 dataset: a molecular structure, C19H16CrN3O4Se at a distorted geometry (wB97M-V/def2-TZVPD).

**LUMO (alpha / beta)**: -5.7 / -5.7 eV
**Gap between HOMO and LUMO (alpha / beta)**: 4.496 / 4.503 eV
**Calculated total energy**: -4644.38349 Ha
**Relative energy (zero: lowest compared OMol25 entry of this formula, charge and spin)**: 0.000 eV
**Charge**: +1

Geometry as XYZ:
```
44
Properties=species:S:1:pos:R:3:forces:R:3:nbo_charge:R:1
Cr 0.260 -0.278 0.309 -0.23 0.56 -0.07 0.673
O -0.428 -5.582 -3.625 0.07 0.16 0.07 -0.685
C -1.427 -5.056 -3.115 -0.12 -0.63 -0.38 0.706
O -2.615 -5.393 -3.035 -0.01 0.18 0.10 -0.695
C -1.114 -3.727 -2.412 0.18 0.56 0.32 0.046
C -2.088 -3.075 -1.663 -0.12 -0.11 -0.01 -0.211
C -1.776 -1.932 -0.960 0.06 0.02 -0.13 0.059
N -0.531 -1.429 -0.996 -0.01 -0.12 0.06 -0.456
C 0.426 -2.026 -1.766 -0.13 0.11 0.15 0.039
C 0.172 -3.162 -2.475 0.01 -0.17 -0.17 -0.151
C 1.744 -1.323 -1.678 0.18 0.42 0.24 0.749
O 2.761 -1.600 -2.206 -0.21 0.08 0.07 -0.438
O 1.623 -0.210 -0.797 -0.21 -0.41 -0.32 -0.624
H -3.079 -3.509 -1.653 -0.03 0.00 0.01 0.285
H -2.493 -1.397 -0.351 -0.01 -0.02 0.00 0.215
H 0.927 -3.653 -3.076 0.02 -0.02 0.00 0.298
C 2.299 0.443 4.481 -0.15 -0.04 0.00 -0.409
N 0.839 0.492 4.613 0.03 0.13 0.07 -0.310
C 0.162 1.198 5.583 -0.01 -0.04 -0.06 -0.035
C -1.159 1.007 5.365 0.05 -0.04 -0.06 -0.052
N -1.272 0.185 4.265 -0.08 0.06 0.01 -0.311
C -2.532 -0.273 3.679 0.10 0.00 0.06 -0.408
C -0.048 -0.111 3.813 -0.03 0.03 -0.02 0.260
Se 0.389 -1.298 2.421 0.00 -0.03 0.04 0.057
H 2.719 0.913 5.366 0.06 -0.01 -0.03 0.237
H 2.608 0.984 3.589 0.02 -0.02 0.02 0.233
H 2.627 -0.592 4.424 0.02 0.03 0.00 0.243
H 0.678 1.759 6.340 0.00 0.02 0.02 0.256
H -2.020 1.369 5.896 -0.03 0.01 0.02 0.256
H -3.323 -0.077 4.397 -0.02 -0.02 -0.04 0.239
H -2.472 -1.341 3.483 -0.03 0.02 -0.01 0.244
H -2.726 0.264 2.752 -0.01 -0.02 0.00 0.223
C -0.730 1.067 0.260 0.70 -0.78 -0.05 0.297
C -1.360 2.236 -0.193 -0.02 0.02 0.13 -0.217
C -1.938 3.145 0.713 -0.02 0.01 -0.06 -0.134
C -2.537 4.288 0.229 0.04 -0.04 -0.04 -0.216
C -2.559 4.523 -1.145 -0.06 0.09 0.03 -0.108
C -1.992 3.631 -2.047 0.03 -0.08 0.04 -0.211
C -1.388 2.481 -1.580 -0.03 0.07 0.00 -0.119
H -1.902 2.943 1.775 0.01 -0.01 0.02 0.217
H -2.985 4.999 0.908 0.00 0.01 0.00 0.240
H -3.031 5.423 -1.516 0.00 0.01 -0.02 0.239
H -2.021 3.835 -3.107 0.00 0.01 -0.02 0.246
H -0.935 1.769 -2.256 0.01 -0.01 -0.02 0.236
```
Positions in Å, forces in eV/Å.